# 1
{
  "formula": "C14H104F3N4O51P",
  "method": "ωB97M-V/def2-TZVPD",
  "elements": ["C", "C", "C", "O", "N", "O", "C", "C", "O", "C", "F", "F", "F", "N", "C", "C", "O", "C", "C", "O", "N", "C", "O", "C", "C", "C", "N", "P", "O", "O", "O", "H", "H", "H", "H", "H", "H", "H", "H", "H", "H", "H", "H", "H", "H", "H", "H", "H", "H", "H", "H", "O", "H", "H", "O", "H", "H", "O", "H", "H", "O", "H", "H", "O", "H", "H", "O", "H", "H", "O", "H", "H", "O", "H", "H", "O", "H", "H", "O", "H", "H", "O", "H", "H", "O", "H", "H", "O", "H", "H", "O", "H", "H", "O", "H", "H", "O", "H", "H", "O", "H", "H", "O", "H", "H", "O", "H", "H", "O", "H", "H", "O", "H", "H", "O", "H", "H", "O", "H", "H", "O", "H", "H", "O", "H", "H", "O", "H", "H", "O", "H", "H", "O", "H", "H", "O", "H", "H", "O", "H", "H", "O", "H", "H", "O", "H", "H", "O", "H", "H", "O", "H", "H", "O", "H", "H", "O", "H", "H", "O", "H", "H", "O", "H", "H", "O", "H", "H", "O", "H", "H", "O", "H", "H", "O", "H", "H"],
  "coordinates": [[1.581, -0.176, 2.058], [0.919, 0.348, 0.834], [-0.295, -0.347, -0.013], [-0.601, -1.774, 0.134], [0.496, -2.548, 0.134], [0.414, -3.380, 1.053], [-0.098, 0.275, -1.555], [-1.190, -0.243, -2.712], [-0.959, 0.431, -4.032], [-2.235, 0.840, -4.640], [-1.900, 1.339, -6.026], [-3.219, -0.249, -4.831], [-2.765, 2.032, -3.914], [1.371, 0.244, -1.903], [1.744, -0.863, -2.859], [2.752, -0.505, -4.145], [1.392, -2.154, -2.769], [1.926, 1.589, -2.300], [3.215, 2.174, -1.408], [1.540, 2.357, -3.321], [-0.661, 1.690, -1.299], [-1.497, 1.861, -0.050], [-1.976, 3.042, 0.346], [-1.694, 0.340, 0.597], [-3.133, -0.349, 0.208], [-4.218, 0.720, -0.476], [-4.785, 1.719, 0.507], [-1.811, 0.548, 2.512], [-0.918, 1.767, 3.062], [-3.423, 0.829, 3.105], [-1.310, -1.009, 3.199], [2.001, -1.271, 2.131], [1.695, 0.581, 2.972], [1.287, 1.421, 0.461], [-2.300, -0.003, -2.431], [-1.138, -1.417, -2.880], [2.823, -1.466, -4.846], [3.842, -0.253, -3.791], [2.269, 0.336, -4.828], [4.161, 2.029, -2.091], [3.405, 1.499, -0.441], [3.111, 3.310, -1.146], [-0.921, 2.236, -2.148], [-3.684, -0.862, 1.135], [-3.043, -1.225, -0.598], [-3.819, 1.219, -1.456], [-5.135, 0.032, -0.811], [-5.708, 1.323, 0.842], [-5.040, 2.631, 0.067], [-3.373, 1.301, 4.008], [-1.271, -0.951, 4.199], [-0.939, -5.974, 0.559], [-0.524, -5.099, 0.524], [-1.838, -5.819, 0.231], [2.392, -4.929, -2.545], [2.177, -3.992, -2.422], [2.278, -5.071, -3.497], [5.592, 0.514, -0.191], [6.265, 0.956, 0.348], [5.889, -0.408, -0.227], [0.148, 4.245, -5.893], [0.358, 4.035, -4.971], [-0.196, 3.413, -6.250], [-0.327, 0.126, -8.091], [0.346, 0.805, -8.249], [-0.838, 0.473, -7.344], [-0.687, -0.931, 6.487], [-0.202, -0.295, 7.034], [-0.746, -1.721, 7.045], [2.068, 0.616, 7.036], [2.641, 1.342, 6.747], [2.675, -0.006, 7.464], [7.613, -0.471, 1.472], [8.286, -0.029, 2.012], [7.909, -1.393, 1.437], [-6.623, -0.502, 1.738], [-6.414, -0.712, 2.661], [-6.968, -1.335, 1.382], [-4.318, -1.758, -2.440], [-3.996, -1.129, -3.103], [-3.794, -2.557, -2.600], [3.599, -0.656, 9.456], [4.084, -0.020, 10.002], [3.540, -1.446, 10.014], [-2.185, 1.249, -10.360], [-1.976, 1.039, -9.437], [-2.530, 0.417, -10.717], [-2.047, -3.232, 7.930], [-2.219, -3.650, 8.787], [-2.094, -3.966, 7.299], [0.000, 3.154, -10.081], [-0.494, 3.909, -9.727], [-0.682, 2.485, -10.244], [-2.607, 4.326, 4.491], [-2.786, 4.823, 3.678], [-1.944, 3.672, 4.225], [4.330, -0.836, 2.888], [4.652, -0.208, 2.224], [4.854, -1.636, 2.727], [6.431, 1.928, 2.589], [6.916, 2.564, 3.136], [6.372, 1.138, 3.147], [-5.350, 4.826, 6.326], [-4.971, 4.202, 5.690], [-4.579, 5.177, 6.796], [-2.685, 4.084, -7.312], [-2.200, 4.720, -6.766], [-2.744, 3.293, -6.754], [6.938, -1.592, 4.198], [6.600, -2.478, 4.000], [6.699, -1.453, 5.127], [4.497, -2.188, 0.366], [4.169, -1.749, -0.433], [4.080, -3.062, 0.342], [2.182, -1.652, -9.625], [1.359, -1.211, -9.364], [2.845, -0.946, -9.597], [8.549, 0.455, 5.650], [8.079, -0.262, 5.199], [9.454, 0.122, 5.740], [-7.939, -3.278, 2.220], [-8.276, -4.165, 2.022], [-8.177, -3.140, 3.149], [-5.428, 4.406, -0.661], [-5.012, 5.281, -0.696], [-6.326, 4.562, -0.989], [-6.694, -4.907, 3.746], [-6.372, -4.279, 3.082], [-6.170, -5.707, 3.585], [9.003, -3.450, 3.224], [9.488, -2.814, 3.770], [8.944, -4.240, 3.782], [0.355, -8.228, -1.189], [1.028, -7.549, -1.348], [-0.156, -7.881, -0.443], [1.605, -9.502, -3.425], [2.278, -8.823, -3.584], [1.093, -9.155, -2.679], [10.468, 0.245, 2.830], [11.042, 0.971, 2.542], [11.076, -0.377, 3.258], [7.075, -1.153, 8.072], [6.252, -0.712, 8.332], [7.738, -0.447, 8.100], [1.816, -2.519, 4.550], [2.489, -1.840, 4.391], [1.305, -2.172, 5.296], [-2.623, 6.030, -10.087], [-2.796, 5.613, -9.230], [-2.670, 5.297, -10.719], [-2.670, 5.629, 1.503], [-2.348, 6.257, 0.839], [-2.146, 4.829, 1.342], [-7.642, 6.449, 7.662], [-7.090, 5.746, 7.288], [-8.484, 6.361, 7.192], [-2.917, -1.622, -11.773], [-2.365, -2.325, -12.147], [-3.759, -1.711, -12.244], [-2.551, -4.454, 2.598], [-1.977, -3.728, 2.310], [-1.943, -5.076, 3.027], [2.507, -4.495, -8.513], [2.292, -3.558, -8.390], [2.393, -4.637, -9.465], [-5.342, 6.785, 9.986], [-4.922, 5.914, 9.917], [-6.144, 6.701, 9.449], [-3.515, 4.359, 9.032], [-3.136, 3.734, 8.395], [-2.744, 4.710, 9.502], [-6.511, 0.455, -3.564], [-6.189, 1.083, -4.228], [-5.987, -0.344, -3.725], [2.393, 2.404, -7.737], [2.558, 2.817, -6.876], [1.634, 2.894, -8.090]],
  "lowdin_charge": [0.03, -0.08, -0.22, -0.06, 0.03, 0.03, -0.22, -0.04, -0.03, -0.22, 0.01, 0.06, 0.05, 0.06, -0.22, 0.00, -0.06, -0.27, -0.01, -0.02, 0.11, -0.21, -0.01, -0.21, -0.13, -0.24, -0.01, 0.83, -0.39, -0.22, -0.21, 0.07, 0.11, 0.13, 0.11, 0.16, 0.11, 0.10, 0.09, 0.10, 0.08, 0.11, 0.13, 0.13, 0.10, 0.11, 0.12, 0.06, 0.03, 0.11, 0.06, -0.06, -0.01, 0.05, -0.07, -0.02, 0.04, -0.08, 0.02, 0.01, -0.05, 0.03, 0.01, -0.04, 0.03, 0.01, -0.06, 0.03, 0.01, -0.06, 0.05, 0.01, -0.06, 0.02, 0.05, -0.06, 0.05, 0.02, -0.05, 0.00, 0.06, -0.05, 0.05, 0.05, -0.06, 0.02, 0.02, -0.05, 0.05, 0.05, -0.05, 0.03, -0.01, -0.07, 0.02, 0.01, -0.08, 0.02, 0.02, -0.05, 0.05, 0.02, -0.06, 0.03, 0.03, -0.05, 0.04, 0.01, -0.07, 0.06, 0.04, -0.05, 0.04, 0.06, -0.05, 0.02, 0.05, -0.06, -0.01, 0.04, -0.07, 0.06, 0.06, -0.06, 0.05, 0.05, -0.08, 0.02, 0.05, -0.06, 0.03, 0.05, -0.06, 0.04, 0.02, -0.07, 0.03, -0.02, -0.05, 0.05, 0.04, -0.07, 0.02, 0.03, -0.07, 0.01, 0.01, -0.06, 0.01, 0.04, -0.06, 0.04, 0.00, -0.06, 0.01, 0.04, -0.05, 0.05, 0.05, -0.07, 0.01, 0.04, -0.08, 0.00, 0.03, -0.07, 0.00, 0.01, -0.06, 0.05, 0.05, -0.05, 0.04, 0.01, -0.06, 0.03, 0.01],
  "spin_multiplicity": 1,
  "total_charge": 0,
  "e_homo_ha": -0.311,
  "max_force_ev_per_a": 8.7,
  "orbital_gap_ha": 0.270
}

***

# 2
{
  "formula": "C5H9NOS",
  "method": "ωB97M-V/def2-TZVPD",
  "elements": ["C", "C", "C", "C", "C", "N", "O", "S", "H", "H", "H", "H", "H", "H", "H", "H", "H"],
  "coordinates": [[0.786, 0.043, -2.082], [0.088, 1.183, -1.175], [1.024, 0.688, -0.237], [-1.396, 0.049, 1.832], [-0.135, -0.769, 1.375], [1.627, -0.257, -1.115], [0.617, -0.245, -3.237], [-0.273, -2.259, 0.452], [0.378, 2.062, -1.660], [-0.993, 1.295, -1.165], [1.695, 1.176, 0.471], [-1.187, 0.762, 2.666], [-2.071, -0.678, 2.312], [-1.845, 0.656, 1.029], [0.622, -0.923, 2.132], [2.136, -1.114, -0.971], [-1.074, -1.669, -0.626]],
  "lowdin_charge": [-0.51, -0.07, -0.14, -0.17, -0.61, 0.10, 0.09, 0.68, 0.09, 0.12, 0.11, 0.07, 0.06, 0.05, 0.03, 0.14, -0.05],
  "spin_multiplicity": 1,
  "e_above_lowest_kcal_mol": 104.5,
  "total_charge": 0,
  "e_homo_ha": [-0.277, -0.277],
  "max_force_ev_per_a": 6.7,
  "orbital_gap_ha": [0.298, 0.298]
}

***

# 3
{
  "formula": "C2H5NO2",
  "method": "ωB97M-V/def2-TZVPD",
  "elements": ["O", "C", "O", "C", "N", "H", "H", "H", "H", "H"],
  "coordinates": [[1.517, -0.790, 1.499], [0.767, -0.147, 0.728], [0.635, 1.200, 0.815], [-0.095, -0.628, -0.516], [-1.087, 0.264, -0.905], [1.391, 1.628, 1.284], [0.676, -0.765, -1.326], [-0.428, -1.566, -0.130], [-2.001, -0.250, -1.163], [-1.374, 1.055, -0.287]],
  "lowdin_charge": [0.05, -0.43, 0.06, -0.23, -0.04, 0.14, 0.14, 0.10, 0.12, 0.09],
  "spin_multiplicity": 1,
  "e_above_lowest_kcal_mol": 24.1,
  "total_charge": 0,
  "e_homo_ha": -0.348,
  "smiles": "NCC(=O)O",
  "max_force_ev_per_a": 4.7,
  "orbital_gap_ha": 0.373
}

***

# 4
{
  "formula": "C2H5ClN2O2",
  "method": "ωB97M-V/def2-TZVPD",
  "elements": ["C", "C", "N", "N", "O", "O", "Cl", "H", "H", "H", "H", "H"],
  "coordinates": [[0.360, 0.187, -0.543], [-0.833, 0.322, 0.470], [0.135, -0.174, -1.877], [0.037, 0.567, -2.826], [-0.061, -0.170, -4.139], [-0.623, -0.566, 1.513], [0.467, 2.363, -2.767], [0.744, -0.797, -0.162], [1.136, 0.916, -0.276], [-1.863, 0.271, 0.014], [-0.626, 1.229, 1.026], [-1.204, -1.349, 1.435]],
  "lowdin_charge": [-0.20, -0.25, 0.02, -0.48, -0.20, -0.08, 0.57, 0.13, 0.11, 0.14, 0.11, 0.11],
  "spin_multiplicity": 1,
  "e_above_lowest_kcal_mol": 88.9,
  "total_charge": 0,
  "e_homo_ha": [-0.361, -0.361],
  "smiles": "[O-]/[N+](Cl)=N/CCO",
  "max_force_ev_per_a": 6.2,
  "orbital_gap_ha": [0.314, 0.314]
}

***

# 5
{
  "formula": "C15H27IN2O7PS",
  "method": "ωB97M-V/def2-TZVPD",
  "elements": ["C", "C", "P", "C", "C", "N", "C", "O", "N", "O", "C", "O", "C", "C", "O", "C", "C", "O", "C", "C", "C", "C", "I", "S", "C", "O", "O", "H", "H", "H", "H", "H", "H", "H", "H", "H", "H", "H", "H", "H", "H", "H", "H", "H", "H", "H", "H", "H", "H", "H", "H", "H", "H", "H"],
  "coordinates": [[1.781, 2.868, 2.475], [1.379, 2.600, 1.016], [-0.409, 2.973, 0.673], [-0.355, 3.593, -1.040], [-1.028, 1.218, 0.717], [-1.337, 0.879, 1.931], [-1.661, -0.543, 2.185], [-3.009, -0.777, 2.420], [-3.711, 0.284, 3.203], [-3.199, 0.498, 4.210], [-1.150, -1.181, 0.859], [-1.984, -2.251, 0.578], [0.303, -1.634, 1.157], [0.914, -2.752, 0.313], [2.028, -3.236, 1.070], [3.197, -3.386, 0.345], [3.624, -4.808, 0.136], [3.782, -2.428, -0.051], [-1.199, 0.048, -0.210], [-0.098, -0.189, -1.264], [-0.069, 0.592, -2.588], [1.361, 0.937, -2.987], [2.445, -0.784, -3.588], [-2.876, -0.032, -1.021], [-3.166, 1.431, -1.965], [-3.864, -0.011, 0.008], [-2.732, -1.135, -1.931], [2.235, 3.854, 2.571], [0.917, 2.866, 3.145], [2.487, 2.120, 2.832], [1.607, 1.567, 0.740], [1.939, 3.236, 0.327], [-1.327, 3.588, -1.528], [-0.065, 4.640, -0.914], [0.402, 3.118, -1.663], [-1.292, 1.573, 2.675], [-1.071, -0.851, 3.051], [-1.834, -2.594, -0.314], [0.994, -0.787, 1.115], [0.335, -1.992, 2.187], [1.287, -2.380, -0.641], [0.213, -3.576, 0.161], [2.967, -5.511, 0.640], [3.624, -5.011, -0.936], [4.645, -4.930, 0.500], [-0.211, -1.239, -1.527], [0.875, -0.077, -0.784], [-0.505, -0.030, -3.371], [-0.630, 1.525, -2.543], [1.911, 1.367, -2.147], [1.387, 1.666, -3.794], [-3.083, 2.314, -1.333], [-4.215, 1.302, -2.240], [-2.559, 1.468, -2.862]],
  "lowdin_charge": [-0.14, -0.39, 1.04, -0.27, -0.26, 0.15, -0.24, -0.06, 0.08, 0.13, -0.37, 0.05, -0.06, -0.15, -0.03, -0.51, 0.03, 0.13, -0.29, -0.18, -0.31, -0.67, 0.88, 0.70, -0.11, -0.25, -0.26, 0.08, 0.05, 0.08, 0.06, 0.09, 0.03, 0.06, 0.03, 0.14, 0.16, 0.12, 0.12, 0.13, 0.10, 0.14, 0.09, 0.10, 0.10, 0.11, 0.10, 0.11, 0.06, 0.03, 0.05, 0.07, 0.09, 0.07],
  "spin_multiplicity": 1,
  "e_above_lowest_kcal_mol": 0.0,
  "total_charge": 1,
  "e_homo_ha": -0.444,
  "smiles": "CCP(C)C1=[NH+][C@@H](ON=O)[C@](O)(CCOC(C)=O)[C@@]1(CCCI)S(C)(=O)=O",
  "max_force_ev_per_a": 0.8,
  "orbital_gap_ha": 0.274
}

***

# 6
{
  "formula": "C2H8O4",
  "method": "ωB97M-V/def2-TZVPD",
  "elements": ["O", "C", "O", "C", "H", "H", "H", "H", "H", "H", "O", "H", "H", "O"],
  "coordinates": [[-1.068, 1.984, -0.021], [-0.963, 1.147, -0.887], [-1.969, 0.860, -1.717], [0.214, 0.237, -1.051], [-2.755, 1.311, -1.344], [0.267, -0.503, -0.249], [1.115, 0.818, -0.891], [0.257, -0.147, -2.070], [-2.891, 2.026, 0.525], [-4.000, 1.012, 0.914], [-3.819, 1.779, 0.358], [4.440, -3.540, 2.133], [5.859, -3.409, 1.758], [5.314, -3.577, 2.541]],
  "lowdin_charge": [0.07, -0.57, 0.11, 0.02, 0.10, 0.10, 0.08, 0.09, 0.01, 0.05, -0.06, 0.03, 0.04, -0.07],
  "spin_multiplicity": 1,
  "e_above_lowest_kcal_mol": 10.1,
  "total_charge": 0,
  "e_homo_ha": -0.401,
  "smiles": "CC(=O)O.O.O",
  "max_force_ev_per_a": 1.1,
  "orbital_gap_ha": 0.421
}

***

Number 1: total energy -5292.59834 hartree. Number 2: total energy -723.95334 hartree. Number 3: total energy -284.42891 hartree. Number 4: total energy -799.16251 hartree. Number 5: total energy -2260.78268 hartree. Number 6: total energy -381.98189 hartree.